(1)
Computed, not measured: C54H64IrN4OP4SSe2 as an isolated structure, with the ωB97M-V functional and the def2-TZVPD basis.

Calculated values
**Gap between HOMO and LUMO (spin up / spin down)**: 6.6 / 4.1 eV
**HOMO (spin up / spin down)**: -11.7 / -11.7 eV

Geometry as ORCA input:
```
! RIJCOSX wB97M-V def2-TZVPD def2/J DEFGRID3
* xyz 2 2
H 1.7460 0.9957 6.1955
C -3.1675 0.0403 3.6626
H -6.3249 1.9683 0.0145
H -2.7752 -0.6812 5.6397
H 1.2390 4.1317 -2.6260
C -1.4342 0.9737 -0.6978
H -1.8723 -1.2559 -2.8018
P 0.9863 -1.9025 1.3846
Ir 1.8730 0.0656 0.3914
H -0.9336 -4.4332 1.6713
H 2.3915 -3.3168 3.6849
C 2.0346 -4.0194 2.9317
H -6.1075 -2.4618 3.6438
H -2.3829 0.7822 3.6958
Se 0.0805 1.6097 -3.4739
H -2.3989 -3.4785 1.8279
H -5.5082 0.7190 -5.4810
C -2.9487 0.5373 -3.2713
H -2.1055 -2.7644 -0.5514
C 2.8078 5.1890 -1.5235
H 3.7795 -3.9033 -2.5865
H 1.4433 -2.2765 -1.5204
C 1.0612 -1.1123 3.0308
H -1.2871 -1.4098 1.3366
C 4.2266 -0.9464 1.9283
C 1.7403 -4.4961 0.4712
C -4.5314 -0.8109 -0.7159
H -5.7251 -1.0256 1.7058
C 2.0706 3.9288 -1.9537
C 1.5664 0.4041 5.3079
H 3.3644 1.0666 4.3081
C -4.7249 0.2796 -4.8773
C 0.1485 -1.1168 4.0719
C 2.2058 -0.3196 3.1452
C -5.0490 -0.9594 2.5455
N 2.9983 -0.3412 1.9513
C -3.8691 3.3560 -1.9490
H 1.6393 -4.0989 -0.5363
H 5.9677 2.5224 -1.5155
H -4.6157 -2.3244 5.6128
H 1.0406 -4.3570 3.2263
C -3.9577 1.0936 -4.0536
C -6.9308 0.4266 -1.3683
H 3.8905 -3.5992 -0.8527
Se -4.2224 3.0973 1.7330
H 4.3941 2.4545 -0.7079
C -1.7279 4.3600 -2.3631
H 6.1458 -1.0613 -2.5789
C 3.4979 -1.8336 -2.0929
H 0.8146 4.7945 1.2151
H 2.5192 6.5693 0.1502
C 4.7442 -1.2811 0.6589
C 4.9030 -1.3421 3.1027
H 2.6621 3.1553 -2.4209
C 6.0904 -2.0281 2.9961
H -0.7769 -1.6722 4.0097
H -5.1412 -2.3688 -2.0571
C -3.3941 -0.7785 4.7563
H -4.4966 2.4823 -1.8682
C 2.0028 -1.9459 -2.3910
H -0.5371 -3.5267 -0.7490
C -4.8602 0.4180 -0.1445
C -6.5935 -0.7907 -1.9434
C 5.8745 -0.0057 -2.6324
C 1.9815 5.7867 -0.3831
H 1.8540 -2.6803 -3.1853
H -4.0829 6.7278 -1.8200
C -2.6925 -0.8291 -3.3575
H -7.8705 0.9029 -1.6158
H 2.9058 5.8772 -2.3616
C -3.4535 -1.6361 -4.1825
C 5.9512 -1.9556 0.5838
H 4.4910 -1.1101 4.0736
C 0.4143 -0.3602 5.2090
H 1.5614 -1.0015 -2.7186
C -1.0330 -2.6190 -0.4081
C -0.7665 -2.3342 1.0679
C -4.4771 -1.0815 -4.9421
C 1.6691 4.6303 0.5599
H -1.6779 6.5014 -2.3407
H -3.2429 -2.6962 -4.2474
C 2.4836 0.4392 4.2636
H 0.8387 -5.0548 0.7113
P -1.7561 1.5913 -2.4179
P -3.8276 1.1323 1.1561
C 6.6189 -2.3371 1.7421
N -0.1494 0.7267 -0.3833
O 2.3051 2.1440 0.1039
H 5.2381 0.1477 -3.5047
C -2.2879 5.6166 -2.2106
H -0.2970 -0.3573 6.0241
C 2.0426 -3.4199 1.5231
P 3.8050 -0.5854 -0.7489
H -1.1189 -3.3120 3.0175
H -0.7092 -1.7902 -1.0333
H 1.0583 6.2256 -0.7649
C -4.4381 -1.6953 4.7501
N -0.0489 0.6736 0.9166
H 3.9708 -1.4029 -2.9731
C -3.6423 5.7450 -1.9279
C -5.2708 -1.7754 3.6469
S 1.3091 3.1976 -0.4845
N -1.1917 0.7625 1.5284
H -5.4868 4.7079 -1.5837
H -5.0676 -1.7092 -5.5972
H 7.5528 -2.8785 1.6687
H -3.5986 -1.3004 -0.4493
H 2.5342 4.3372 1.1572
C -3.9831 -0.0589 2.5319
H -4.1421 2.1586 -4.0429
C -1.3156 -3.4561 1.9571
H -0.6936 4.2465 -2.6458
H 6.3902 -2.1909 -0.3763
H 6.7948 0.5560 -2.7996
C 4.1411 -3.1991 -1.8359
C 5.2236 0.5328 -1.3572
C -6.0679 1.0291 -0.4631
H 3.8144 4.9476 -1.1716
H 6.6171 -2.3301 3.8918
H 5.2274 -3.1733 -1.9180
H 5.9332 0.4018 -0.5428
C -5.3947 -1.4134 -1.6147
H 2.6945 -4.8887 2.9425
C -2.5139 3.2189 -2.2263
C -4.4313 4.6145 -1.8039
H -7.2682 -1.2607 -2.6476
H 3.0530 -3.0545 1.3218
C -2.1066 0.9351 0.5497
H 2.5644 -5.2110 0.4577
C 4.9946 2.0294 -1.5072
H 4.5204 2.2396 -2.4636
*
```

Löwdin atomic charge list, values in e, 8 entries:
1. H 0.123
2. C -0.112
3. H 0.080
4. H 0.100
5. H 0.033
6. C -0.334
7. H 0.085
8. P 1.055

***

(2)
Computed, not measured: a 14-piece molecular cluster, C54H65F4N5O5 overall, with the ωB97M-V functional and the def2-TZVPD basis.

Calculated values
**Gap between HOMO and LUMO**: 9.3 eV
**HOMO**: -9.0 eV

Geometry as ORCA input:
```
! RIJCOSX wB97M-V def2-TZVPD def2/J DEFGRID3
* xyz 0 1
C -16.0986 -33.6364 -3.9281
C -12.6499 -39.1691 2.0472
H -13.3664 -32.9975 -0.8227
H -9.5142 -30.2617 -5.6947
O -8.6767 -35.2385 2.7183
C -12.2917 -32.5835 -7.8782
H -13.0855 -30.0267 -5.8500
C -8.8126 -30.4694 -4.8926
H -15.0368 -39.1519 4.4630
C -12.4850 -31.2729 -7.4824
H -9.0393 -38.4145 -4.4985
C -4.5383 -33.6360 -1.5593
H -13.7580 -33.3627 7.9305
H -11.2197 -35.8879 4.8238
H -3.7910 -33.1633 -2.1887
H -7.9049 -33.5456 3.6373
H -11.2224 -29.4749 -2.4443
O -15.8072 -30.9441 1.7526
H -15.5291 -32.6530 0.5803
C -8.7582 -38.4780 -1.1195
C -15.2837 -35.4976 -2.6818
C -13.8659 -37.0951 2.0611
C -13.1767 -33.2664 -5.7672
H -6.7994 -38.4618 -2.0241
H -12.2081 -30.4651 -8.1451
C -16.5021 -35.8906 -4.5530
H -10.4624 -30.8518 -1.6191
H -8.5149 -32.7953 -2.4545
F -12.7738 -34.0975 1.4118
C -13.4898 -34.2152 4.6813
N -5.4543 -34.3640 -2.1927
H -9.3531 -38.1998 2.2031
N -7.8903 -36.7433 -4.2784
C -8.5463 -34.8127 -5.5326
H -13.3415 -35.0529 4.0112
C -14.6501 -37.5290 3.1124
H -12.5588 -34.6420 -7.2716
H -13.9934 -36.1332 1.5818
C -9.0226 -31.6271 -4.1668
C -15.2100 -31.6043 0.6626
H -10.0932 -34.6222 -3.0024
C -13.4616 -39.6016 3.0859
H -13.7980 -32.7327 3.1118
H -10.3213 -34.9890 -6.7303
H -12.9230 -30.6777 -1.6200
H -16.9271 -36.6315 -5.2230
C -12.6496 -33.5986 -7.0003
H -15.0265 -33.4338 -2.0852
C -8.9579 -37.3674 -4.7755
N -14.1071 -32.0706 6.3639
C -8.2050 -31.9974 -3.1182
H -15.3728 -36.8789 3.5857
H -6.4718 -31.4301 -1.9940
C -4.5616 -33.3972 -0.1938
C -12.0293 -34.2462 0.2852
H -9.2922 -36.8774 5.5385
H -7.3597 -35.1209 0.4783
H -5.6387 -33.7755 1.6327
F -13.2579 -40.8367 3.5817
C -7.6922 -35.4835 -4.6713
C -10.9158 -35.0598 0.2823
H -14.1794 -29.2591 -3.7179
C -7.7120 -29.6822 -4.6155
H -14.7537 -35.9196 -1.8338
H -9.3183 -33.2978 2.5540
H -7.2190 -35.4097 -2.0005
H -13.8523 -31.6241 -3.6433
O -12.3544 -30.3414 -0.9096
H -9.4946 -33.9976 4.1862
F -10.0966 -32.3914 -4.4599
H -6.9167 -38.0519 2.2271
H -13.2448 -35.3039 6.5181
C -12.4662 -33.5951 -0.8410
H -12.2964 -37.5189 0.6987
C -14.4268 -38.7933 3.6422
C -7.4304 -38.1761 1.2820
C -10.9241 -36.8689 4.4483
C -9.4817 -38.3849 0.0583
H -10.5823 -35.5788 1.1724
C -14.8797 -30.0043 -3.3284
C -7.1185 -31.1886 -2.8280
H -9.3584 -35.8686 -0.9030
C -9.8832 -36.7756 -5.6134
H -16.1771 -32.5644 -4.0597
C -6.7274 -38.2221 0.0961
C -15.4231 -34.1270 -2.8140
H -10.6287 -29.2722 -0.7971
C -5.6092 -33.9101 0.5601
C -7.3794 -38.3498 -1.1168
N -15.7967 -36.3685 -3.5386
C -13.8167 -32.9736 4.1652
C -16.6535 -34.5315 -4.8166
H -17.2066 -34.1886 -5.6813
N -13.3517 -32.0098 -5.3789
H -11.1197 -36.9098 3.3786
H -15.4099 -29.5584 -2.4872
H -14.1332 -31.5668 0.8180
C -10.2142 -35.2074 -0.9169
O -14.1923 -31.1488 -2.8549
H -11.8703 -39.8397 1.7042
H -3.7545 -32.8513 0.2796
H -8.2831 -33.8326 -5.9096
O -9.5264 -37.1133 4.6365
C -10.5980 -34.5166 -2.0477
C -14.0978 -31.9382 5.0433
C -12.9962 -31.0442 -6.2188
C -13.4591 -34.3446 6.0591
C -6.5684 -34.6551 -0.1022
C -11.1060 -29.9772 -1.4759
H -15.6197 -30.2664 -4.0897
H -14.3599 -30.9531 4.6747
H -15.4024 -31.1418 -0.3139
H -6.8171 -34.9820 -4.2658
H -13.3789 -34.0678 -5.0640
C -6.8692 -30.0400 -3.5706
H -6.0178 -29.4261 -3.3058
H -11.5417 -37.6313 4.9313
C -8.8184 -38.2105 1.2610
H -11.8127 -32.8226 -8.8195
C -11.7093 -33.6797 -2.0011
H -7.5275 -28.7940 -5.2036
C -13.7757 -33.2481 6.8514
C -9.6646 -35.4635 -6.0155
H -10.5573 -38.2912 0.0185
H -10.7237 -37.3538 -5.9749
H -16.7493 -30.8350 1.6018
H -9.2842 -38.5999 -2.0579
H -12.0554 -33.1412 -2.8753
H -8.9009 -35.9203 3.3681
C -6.4262 -34.8991 -1.4621
F -5.3865 -38.1078 0.1456
C -12.8908 -37.9206 1.5066
C -8.8618 -33.9540 3.2909
*
```

Löwdin atomic charge list, values in e, 8 entries:
1. C -0.088
2. C -0.013
3. H 0.081
4. H 0.112
5. O -0.159
6. C -0.059
7. H 0.109
8. C -0.025